Computed, not measured: one molecule with the formula C8H14, with ωB97M-V/def2-TZVPD.

CARTESIAN COORDINATES (ANGSTROEM)
C  2.731362  -0.253256  2.716911
C  1.796529  0.156777  1.680377
C  0.899666  -1.065793  1.291703
C  -0.335284  -0.632158  0.623736
C  -0.406897  -0.632444  -0.720720
C  -1.584962  0.030916  -1.297569
C  -1.518913  0.844964  -2.438640
C  -2.859325  1.155157  -3.117218
H  3.525156  -0.854160  2.131861
H  3.234320  0.624861  3.110949
H  2.343475  -0.902027  3.414059
H  1.090219  1.020307  1.917786
H  2.417460  0.593960  0.874636
H  1.525600  -1.768733  0.740656
H  0.560948  -1.745228  2.216022
H  -1.215072  -0.413663  1.308789
H  0.338594  -1.047535  -1.338435
H  -2.422541  0.275614  -0.655622
H  -0.602335  0.802460  -2.853820
H  -3.411125  0.183512  -3.171850
H  -2.587011  1.727821  -4.011556
H  -3.519863  1.898649  -2.422054

Forces on the atoms, in the same order (eV/Å):
3.5 0.3 -1.8
-2.6 1.0 -0.8
0.3 -1.1 2.1
-0.4 -1.0 -0.7
-2.6 1.4 2.0
1.1 2.9 -2.3
-3.9 -3.7 4.1
-0.1 2.0 2.2
-0.8 0.7 1.2
0.2 -0.2 0.5
-0.9 -1.1 1.9
0.8 -1.0 0.3
-0.7 -0.6 -0.3
-0.2 0.0 -0.5
1.0 1.8 -1.3
1.2 0.2 -1.2
1.0 -0.1 -0.6
-0.4 -0.9 0.1
2.7 0.4 -2.3
0.3 1.2 -0.8
-0.9 -0.6 -0.3
1.5 -1.7 -1.6

Calculated values
HOMO-LUMO gap	8.90	eV
charge	0
SMILES	C/C=C/C=C/CCC

Computed, not measured: C8H14 as an isolated structure, with ωB97M-V/def2-TZVPD.

CARTESIAN COORDINATES (ANGSTROEM)
C  -2.046037  0.204184  -0.079463
C  -1.350580  -1.364084  -0.069748
C  -0.001442  -0.720787  0.027044
C  1.543224  -1.059043  -0.381906
C  1.815864  0.434704  -0.362399
C  0.736087  1.143830  0.330682
C  -0.879405  1.383888  -0.398718
C  0.320485  -0.064318  1.254003
H  -2.597758  0.258461  0.832681
H  -2.884171  0.232633  -0.783139
H  -1.451124  -2.003193  0.813717
H  -1.493798  -2.014443  -1.016262
H  -0.102849  0.036906  -0.741106
H  1.239565  -1.210792  -1.518513
H  2.176862  -1.910594  0.314005
H  2.298708  0.817964  -1.400134
H  2.871771  0.196239  0.140456
H  1.312725  1.891111  0.801255
H  -1.058726  2.520222  0.134589
H  -1.031105  1.504034  -1.467746
H  1.104952  -0.536856  1.803672
H  -0.523243  0.259930  1.767040

Forces on the atoms, in the same order (eV/Å):
0.5 -1.4 0.0
0.5 0.8 -1.1
2.0 -6.0 -2.5
-3.9 -2.7 -2.9
7.2 -1.6 -3.0
-1.2 0.2 1.7
-0.4 3.8 3.5
-0.3 3.5 -0.5
0.2 0.6 1.1
0.6 0.3 -0.6
-1.0 0.3 0.0
0.0 1.4 1.4
0.5 -2.3 -0.5
1.9 -1.4 2.0
-1.7 2.6 -2.4
-1.8 -0.6 2.0
-1.9 2.5 0.3
-0.7 2.3 0.8
-0.5 -3.1 -1.5
1.0 0.3 -0.2
0.3 0.0 0.6
-1.3 0.2 1.8

Calculated values
HOMO-LUMO gap	9.93	eV
charge	0

Computed, not measured: one molecule with the formula C8H14, with ωB97M-V/def2-TZVPD.

CARTESIAN COORDINATES (ANGSTROEM)
C  -3.078840  -0.113095  -0.251233
C  -1.572037  -0.033240  0.156269
C  -0.674264  0.675714  -0.825959
C  -1.009431  1.788084  -1.460366
C  0.700430  0.077032  -1.053803
C  1.292415  -0.795152  0.032838
C  2.018114  -0.289210  1.026231
C  2.738185  -1.093080  2.066244
H  -3.390647  -1.143837  -0.408769
H  -3.678959  0.395262  0.492960
H  -3.181809  0.446971  -1.181752
H  -1.189435  -1.021273  0.372816
H  -1.528837  0.525084  1.099492
H  -0.347387  2.338053  -2.123544
H  -1.976854  2.268773  -1.314671
H  1.439482  0.832044  -1.321157
H  0.709148  -0.493091  -1.979070
H  1.237396  -1.880626  -0.041989
H  2.037483  0.781263  1.168893
H  3.778634  -0.762164  2.102283
H  2.391355  -0.980391  3.097146
H  2.734317  -2.141173  1.785670

Forces on the atoms, in the same order (eV/Å):
1.1 0.5 -0.3
-0.9 0.3 0.1
0.6 -0.2 0.0
-0.5 0.7 0.0
0.4 -0.3 -0.3
0.5 0.3 0.2
-0.6 -0.3 0.5
0.4 0.1 -0.2
-0.2 0.1 0.1
-0.3 -0.2 0.1
-0.3 -0.2 0.0
0.1 -0.2 0.0
0.2 -0.2 0.0
0.1 -0.3 0.1
0.1 -0.2 0.0
-0.1 0.4 0.4
-0.4 -0.4 -0.2
-0.2 0.1 -0.1
0.2 0.3 -0.2
0.1 -0.1 -0.1
-0.4 0.1 -0.2
0.0 -0.2 0.1

Calculated values
HOMO-LUMO gap	10.17	eV
charge	0
SMILES	C=C(CC)C/C=C/C

Computed, not measured: an isolated ion of composition C8H14 and charge +1, with ωB97M-V/def2-TZVPD.

CARTESIAN COORDINATES (ANGSTROEM)
C  -1.795102  1.433700  2.018973
C  -0.537001  0.751620  1.479460
C  -0.829489  -0.288860  0.405136
C  0.350401  -0.689142  -0.424672
C  0.646652  -0.235341  -1.703463
C  -0.404297  0.118906  -2.699661
C  2.704323  -1.516251  -0.201841
C  1.468136  -1.184362  0.336600
H  -2.148126  2.233844  1.366882
H  -1.689518  1.838472  3.024521
H  -2.593044  0.688797  2.076298
H  0.183392  1.510283  1.142509
H  0.015012  0.300307  2.314606
H  -1.339994  -1.092627  0.957963
H  -1.620225  0.136259  -0.212139
H  1.668607  0.130454  -1.820296
H  -0.106452  1.037720  -3.197252
H  -0.451793  -0.694811  -3.421860
H  -1.360948  0.275456  -2.200299
H  3.396339  -0.825777  -0.684642
H  3.194793  -2.453585  0.071303
H  1.248329  -1.475058  1.371881

Forces on the atoms, in the same order (eV/Å):
-0.4 -0.5 -0.2
1.4 0.9 0.8
-1.9 -0.3 -0.2
2.1 1.2 1.8
-1.3 0.9 0.3
0.8 0.3 0.8
0.9 -0.1 1.0
-0.8 -0.3 -0.7
0.1 -0.1 0.0
0.3 0.0 -0.1
-0.1 0.1 0.1
-0.3 0.0 -0.3
-0.2 -0.2 0.0
0.4 -0.3 -0.5
0.0 -0.1 -0.2
0.0 -0.8 -0.6
0.0 0.0 -0.3
-0.2 0.0 -0.3
0.0 -0.3 -0.3
-0.7 -0.1 -0.8
-0.1 0.3 0.4
0.0 -0.5 -0.4

Calculated values
HOMO-LUMO gap (spin up / spin down)	8.03 / 8.17	eV
2S+1	2
charge	+1

Results for maximum force: 6.8, 8.0, 1.2, 3.0 (in eV Å⁻¹, following the order of the records).
Results for electronic energy: -8519.9585, -8514.4300, -8521.6166, -8512.7117 (in eV, following the order of the records).